A 2-piece molecular cluster, C2H8NO overall in a non-equilibrium geometry, computed with ωB97M-V with the def2-TZVPD basis set.

The geometry in ORCA input format:
```
! wB97M-V def2-TZVPD RIJCOSX def2/J DEFGRID3
* xyz -1 1
O 2.4287 1.3710 -1.1580
H 1.7215 2.0536 -0.9612
C -0.7297 -0.2903 1.2529
C -0.7518 -0.2726 -0.2274
N 0.4372 -0.4083 -0.9173
H -0.2291 -1.1225 1.6791
H -0.4330 0.7516 1.6856
H -1.7230 -0.6051 1.6884
H -1.4963 -1.1607 -0.4563
H -1.2945 0.7752 -0.5093
H 1.3068 0.3604 -1.2059
H 0.7630 -1.4521 -0.8707
*
```

* lowest unoccupied orbital energy: 4.4 eV
* gap between HOMO and LUMO: 0.26621 Eh
* total energy: -5739.694 eV